Entry 1:
Here is a 2-piece molecular cluster, C2H2BrNO3 overall from OMol25. Energies are from ωB97M-V/def2-TZVPD.

Atoms and positions in Å:
C 1.5382 -0.1774 -0.3707
C -0.3783 0.4938 0.5348
N -1.2687 -0.3851 -0.0870
O 1.5638 -1.3166 -0.5879
O -1.3689 -0.2835 -1.3157
O -1.8453 -1.3030 0.5473
Br 2.6166 1.2602 -0.5896
H -0.6237 1.5349 0.3929
H -0.2337 0.1768 1.4759

Results of the Mulliken charge analysis, in e, for atoms 1 through 5: 0.4724, -0.8130, 0.8294, -0.2885, -0.4946

***

Entry 2:
Here is a 8-piece molecular cluster, C10H36N6O8 overall from OMol25. Energies are from ωB97M-V/def2-TZVPD.

Atoms and positions in Å:
N -14.5280 -24.8700 -9.1760
C -13.9850 -25.6890 -10.0110
N -14.0690 -25.2730 -11.2280
O -13.2800 -26.8750 -9.6560
H -14.4740 -25.3920 -8.2960
H -14.7280 -23.8440 -9.3490
H -14.9040 -24.7700 -11.6850
H -13.5150 -25.8000 -11.8780
N -10.2620 -27.5870 -12.8030
C -9.5160 -28.1460 -13.6480
N -8.4820 -27.4010 -13.9940
O -9.6330 -29.4780 -14.0300
H -10.9350 -28.1090 -12.2360
H -10.0900 -26.6320 -12.5100
H -7.8300 -27.7640 -14.7010
H -8.2330 -26.4260 -13.7860
N -13.5910 -22.5430 -16.6870
C -14.0410 -23.6210 -16.1230
N -13.1490 -24.1830 -15.3620
O -15.2540 -24.1420 -16.3870
H -14.2910 -22.0330 -17.3050
H -12.6340 -22.5250 -17.1520
H -13.3200 -25.0080 -14.7160
H -12.2090 -23.7230 -15.3710
C -10.9260 -24.6910 -10.6860
C -10.9790 -24.1620 -12.0910
O -10.1490 -24.8760 -12.9770
H -10.0060 -24.4480 -10.1810
H -11.1820 -25.7530 -10.5860
H -11.6060 -24.1870 -10.0560
H -10.8640 -23.1020 -12.2060
H -11.9660 -24.3430 -12.5210
H -10.2070 -24.4320 -13.8320
C -14.8530 -26.9660 -14.0470
C -13.3580 -27.2290 -14.4280
O -12.6430 -26.1990 -13.6210
H -15.1620 -25.9440 -14.4050
H -14.8880 -27.1510 -13.0280
H -15.5100 -27.7280 -14.4410
H -13.1770 -27.2200 -15.4780
H -13.0550 -28.2170 -14.1030
H -11.8500 -26.6690 -13.3300
C -10.0830 -25.8520 -16.5550
O -9.8550 -26.5070 -17.8200
H -10.7890 -24.9860 -16.6370
H -9.2140 -25.5740 -16.1530
H -10.4390 -26.5070 -15.7960
H -8.9430 -26.9150 -17.8830
C -18.0910 -23.1200 -14.9850
O -16.8740 -23.7180 -14.5270
H -17.9540 -22.0310 -15.1230
H -18.8350 -23.3280 -14.2750
H -18.3880 -23.7020 -15.8980
H -16.2700 -23.8120 -15.2800
C -17.2310 -25.1410 -11.4720
O -16.4790 -23.9200 -11.8860
H -18.2380 -25.1310 -11.8320
H -17.4030 -25.0630 -10.4340
H -16.6800 -26.0090 -11.6730
H -16.6300 -23.8500 -12.8040

Results of the Mulliken charge analysis, in e, for atoms 1 through 5: -0.4149, 0.5068, 0.0807, -0.7457, 0.2903

***

Entry 3:
Here is a 7-piece molecular cluster, C34H61N10O4 overall from OMol25. Energies are from ωB97M-V/def2-TZVPD.

Charge: +3

Atoms and positions in Å:
C 6.4626 9.2538 -24.8883
C 6.5340 10.6193 -25.6167
N 7.7192 11.3984 -25.3110
C 8.0890 12.0122 -24.1004
C 9.1682 12.8501 -24.3877
N 9.3463 12.7112 -25.7596
C 8.5786 11.7162 -26.2513
C 10.3409 13.5024 -26.4199
H 7.2995 8.5647 -25.0012
H 5.6432 8.6574 -25.2896
H 6.4273 9.2776 -23.7991
H 5.7040 11.1329 -25.1316
H 6.3408 10.6036 -26.6893
H 7.5253 11.8689 -23.1904
H 9.8947 13.4896 -23.9086
H 8.4121 11.4609 -27.2874
H 9.9174 14.2067 -27.1360
H 11.0715 12.8299 -26.8694
H 11.0452 14.1066 -25.8481
C -4.8051 3.6465 -26.3452
C -5.3936 4.0565 -27.7222
N -4.7161 3.5349 -28.8993
C -4.9886 3.9493 -30.1808
C -4.4152 3.0811 -31.1289
N -3.8507 2.0753 -30.3934
C -3.9678 2.3887 -29.0611
C -3.2822 0.9077 -30.9501
H -4.6541 2.5788 -26.1864
H -5.4030 3.9419 -25.4831
H -3.8803 4.1899 -26.1514
H -5.1662 5.1221 -27.7522
H -6.4832 4.0486 -27.7505
H -5.6221 4.8154 -30.3035
H -4.3646 3.1482 -32.2056
H -3.6236 1.8170 -28.2120
H -3.8324 0.4187 -31.7540
H -3.1278 0.1656 -30.1669
H -2.2943 1.1358 -31.3502
C -8.4135 9.1979 -19.8093
C -9.9142 8.8582 -19.7445
N -10.5891 9.4650 -18.5672
C -10.1430 9.3002 -17.3028
C -11.1571 9.8032 -16.4761
N -12.1633 10.4346 -17.2562
C -11.8340 10.1884 -18.5127
C -13.4055 11.0732 -16.8784
H -7.8995 9.1196 -20.7673
H -7.9186 8.4457 -19.1950
H -7.9685 10.1277 -19.4549
H -10.1657 7.7980 -19.7161
H -10.4382 9.2939 -20.5952
H -9.1694 8.8603 -17.1446
H -11.2440 9.7477 -15.4010
H -12.5225 10.4346 -19.3075
H -13.2000 12.1215 -17.0949
H -13.5745 10.8316 -15.8291
H -14.3072 10.8080 -17.4305
C -9.2253 16.3872 -32.4714
C -9.1329 16.6092 -30.9000
N -7.7657 16.2821 -30.4276
C -7.3864 15.0963 -29.8664
C -5.9909 15.0070 -29.7244
N -5.5303 16.2048 -30.3396
C -6.6579 17.0276 -30.5775
C -4.1779 16.5016 -30.5774
H -10.0369 16.9095 -32.9779
H -9.3374 15.3256 -32.6920
H -8.3337 16.7579 -32.9771
H -9.7523 15.8650 -30.3993
H -9.3885 17.6018 -30.5290
H -8.1384 14.3217 -29.8985
H -5.2728 14.2640 -29.4104
H -6.5084 17.9100 -31.1821
H -3.9809 17.4384 -30.0561
H -3.7672 16.6172 -31.5804
H -3.5099 15.7354 -30.1840
C -0.4522 7.2079 -30.7348
C 1.0438 7.2173 -30.5918
N 1.4822 5.9597 -29.9813
C 1.2746 5.4474 -28.6889
C 1.9162 4.1763 -28.5966
N 2.4555 3.9303 -29.8629
C 2.0613 4.9394 -30.6554
C 3.2838 2.8188 -30.3333
H -1.0472 7.1787 -29.8220
H -0.7478 6.3817 -31.3814
H -0.7912 8.1255 -31.2156
H 1.2894 8.0350 -29.9141
H 1.5964 7.3962 -31.5141
H 0.8108 6.0856 -27.9513
H 2.1292 3.5050 -27.7779
H 2.1637 5.0142 -31.7280
H 2.7522 1.9106 -30.0493
H 4.2235 2.7038 -29.7930
H 3.4277 2.8539 -31.4132
C 3.5196 8.3594 -18.1247
C 4.9056 8.8133 -17.7892
O 5.1846 10.0157 -18.0270
O 5.7005 8.0369 -17.2615
H 2.7424 9.0210 -17.7421
H 3.2278 7.4018 -17.6936
H 3.4041 8.1037 -19.1780
C -1.0074 11.4734 -22.7227
C -1.2045 11.3143 -24.2056
O -0.8888 12.2490 -24.9730
O -1.7822 10.2901 -24.5866
H -1.6665 12.2948 -22.4416
H 0.0021 11.8481 -22.5535
H -1.0431 10.5353 -22.1689

Results of the Mulliken charge analysis, in e, for atoms 1 through 5: -1.2018, -0.4005, 0.1886, -0.4681, -0.2638

***

Entry 4:
Here is C37H34BF4InN4O5PS as an isolated structure from OMol25. Energies are from ωB97M-V/def2-TZVPD.

Charge: +1

Atoms and positions in Å:
In 0.7427 0.7789 0.2932
C -0.4121 4.2686 1.6472
O -0.1731 3.6074 0.4211
C 0.4379 4.4543 -0.5232
C 0.7792 3.6809 -1.7900
O 1.7859 2.7347 -1.5132
C 2.3023 2.1355 -2.6853
C 3.3553 1.1029 -2.3143
O 2.7281 -0.1293 -2.0439
C 3.6470 -1.1942 -2.0177
H -1.1347 5.0835 1.5137
H -0.8085 3.5305 2.3367
H 0.5155 4.6752 2.0612
H -0.2512 5.2737 -0.7814
H 1.3619 4.8833 -0.1101
H -0.1216 3.1820 -2.1759
H 1.1454 4.3961 -2.5417
H 1.5057 1.6317 -3.2447
H 2.7513 2.9101 -3.3235
H 4.0461 0.9791 -3.1585
H 3.9227 1.4440 -1.4383
H 4.1849 -1.2819 -2.9715
H 4.3733 -1.0683 -1.2071
H 3.0775 -2.1029 -1.8493
S 5.3932 -3.7715 4.8831
N 4.3146 -4.2069 3.7658
C 3.9633 -3.1344 3.0711
C 3.0097 -3.0767 2.0056
C 2.2785 -4.1863 1.5728
C 1.3691 -4.0285 0.5508
C 1.2007 -2.7542 0.0163
N 1.8713 -1.6999 0.4219
C 2.7732 -1.8276 1.3925
C 3.4764 -0.6357 1.8308
N 3.1983 0.5146 1.2167
C 3.7826 1.6225 1.6203
C 4.7057 1.6667 2.6618
C 5.0108 0.4933 3.3152
C 4.3963 -0.6890 2.8976
C 4.6406 -1.9584 3.5127
N 5.4630 -2.2031 4.5205
H 2.4406 -5.1383 2.0521
H 0.7911 -4.8589 0.1758
H 0.4985 -2.5737 -0.7900
H 3.4856 2.5219 1.0914
H 5.1599 2.5984 2.9575
H 5.6968 0.4635 4.1455
O -0.5705 0.4606 -3.9588
C -1.4679 0.0878 -3.2810
O -1.3413 0.1031 -1.8846
C -2.8020 -0.3960 -3.6585
C -3.2776 -0.5671 -4.9497
C -4.5867 -0.9926 -5.1145
C -5.4009 -1.2430 -4.0161
C -4.9279 -1.0824 -2.7203
C -3.6193 -0.6631 -2.5547
P -2.6558 -0.3492 -1.0629
C -3.3180 1.0780 -0.1936
C -4.1259 1.9459 -0.9306
C -4.6822 3.0442 -0.3050
C -4.4226 3.2893 1.0368
C -3.6146 2.4263 1.7588
C -3.0683 1.3091 1.1527
C -2.3292 -1.8864 -0.1842
C -1.7703 -1.9356 1.0886
C -1.6631 -3.1542 1.7369
C -2.0955 -4.3157 1.1181
C -2.6253 -4.2698 -0.1635
C -2.7437 -3.0586 -0.8181
H -2.6305 -0.3765 -5.7894
H -4.9788 -1.1278 -6.1093
H -6.4168 -1.5752 -4.1656
H -5.5603 -1.2833 -1.8679
H -4.3292 1.7560 -1.9771
H -5.3253 3.7094 -0.8617
H -4.8598 4.1505 1.5183
H -3.4031 2.6053 2.8009
H -2.4593 0.6388 1.7334
H -1.4138 -1.0513 1.5859
H -1.2633 -3.1695 2.7387
H -2.0317 -5.2584 1.6386
H -2.9740 -5.1683 -0.6489
H -3.1676 -3.0130 -1.8125
F 0.7574 -0.5403 2.8311
B -0.1475 0.2399 3.5823
F -1.3016 -0.4874 3.7509
F 0.3996 0.6654 4.7346
F -0.4668 1.3414 2.7506

Results of the Mulliken charge analysis, in e, for atoms 1 through 5: 1.4537, -0.7390, 0.1581, -0.7194, -0.5156

***

Number 1: E_tot -79775.838 eV. Number 2: E_tot -36271.304 eV. Number 3: E_tot -59306.988 eV. Number 4: E_tot -91965.351 eV.